Entry 1:
The following is a quantum chemistry calculation of C34H22F9N4O5RuS3 as an isolated structure, from OMol25.

```
78
Properties=species:S:1:pos:R:3:lowdin_charge:R:1
Ru 0.0189 -0.0736 0.2418 1.56
O 1.3559 0.1948 4.0607 0.08
C 0.7601 0.1669 3.0003 -0.46
N 1.0019 -0.5585 1.8746 -0.03
C 1.9311 -1.6442 1.7653 -0.46
O 2.5819 -2.0738 2.7087 0.05
C 2.0024 -2.1437 0.4162 -0.21
C 2.8667 -3.1962 0.0547 -0.04
C 2.9882 -3.5768 -1.2472 -0.10
C 2.2416 -2.8768 -2.2519 -0.11
C 1.4044 -1.8763 -1.8558 -0.19
N 1.2248 -1.5254 -0.5679 -0.07
C -0.4708 1.0528 2.8174 -0.17
C -0.9938 1.7917 3.8585 0.01
C -2.1618 2.5025 3.6399 -0.05
C -2.7725 2.4496 2.3946 -0.05
C -2.1800 1.7055 1.3922 -0.13
N -1.0463 1.0414 1.6076 -0.02
H 3.4294 -3.6646 0.8510 0.11
H 3.6561 -4.3821 -1.5250 0.09
H 2.3432 -3.1081 -3.3025 0.08
H 0.8412 -1.2966 -2.5793 0.10
H -0.4801 1.7672 4.8088 0.12
H -2.6047 3.0818 4.4399 0.11
H -3.6964 2.9742 2.1964 0.11
H -2.5952 1.6149 0.3970 0.11
F -2.2878 -4.3833 0.5352 0.14
C -2.5595 -3.9905 1.7888 -0.53
F -1.6347 -4.5385 2.5806 0.17
F -3.7412 -4.5486 2.1172 0.14
C -2.5315 -2.4192 1.8856 -0.37
O -1.5073 -1.9423 1.2165 -0.16
C -3.9007 -1.8853 1.3387 -0.53
F -4.9523 -2.1108 2.1433 0.15
F -3.8490 -0.5679 1.1235 0.15
F -4.1901 -2.4579 0.1519 0.15
C -2.4533 -2.0356 3.4047 -0.54
F -2.8433 -0.7578 3.5929 0.15
F -1.2078 -2.1297 3.8556 0.18
F -3.2322 -2.7907 4.2010 0.15
O -1.7269 -0.1042 -1.1642 -0.21
N -1.8220 -1.1300 -1.9774 -0.18
C -1.7520 -2.3855 -1.5030 -0.03
C -1.8374 -3.4515 -2.3777 -0.02
C -1.9956 -3.2316 -3.7334 -0.06
C -2.0702 -1.9218 -4.1906 -0.05
C -1.9785 -0.8844 -3.2925 -0.02
H -1.6456 -2.4566 -0.4196 0.08
H -1.7694 -4.4479 -1.9661 0.11
H -2.0568 -4.0599 -4.4254 0.10
H -2.1888 -1.6926 -5.2396 0.11
H -2.0048 0.1631 -3.5485 0.14
O 0.4913 1.4110 -1.1739 -0.29
C 1.5641 2.2730 -0.9908 -0.62
C 2.8535 1.5168 -0.7203 -0.49
C 3.3908 1.0981 0.4610 -0.17
C 4.5092 0.2354 0.2904 -0.17
C 4.8002 0.0226 -1.0200 -0.41
S 3.7330 0.8707 -2.0513 1.05
C 1.6966 3.0864 -2.2793 -0.50
C 0.9159 2.9557 -3.3840 -0.12
C 1.2595 3.8736 -4.4190 -0.19
C 2.2928 4.6849 -4.0698 -0.43
S 2.8577 4.3392 -2.4894 1.03
C 1.2377 3.2667 0.1235 -0.47
C 0.0086 3.8299 0.2920 -0.14
C -0.0272 4.8031 1.3247 -0.19
C 1.1893 4.9746 1.9129 -0.42
S 2.3707 3.9528 1.2183 1.06
H 2.9891 1.3441 1.4329 0.08
H 5.0349 -0.2254 1.1130 0.11
H 5.5729 -0.6011 -1.4367 0.06
H 0.1319 2.2164 -3.4316 0.10
H 0.7594 3.9217 -5.3755 0.09
H 2.7598 5.4606 -4.6533 0.05
H -0.8317 3.5429 -0.3232 0.12
H -0.9174 5.3379 1.6231 0.10
H 1.4502 5.6224 2.7327 0.06
```

Values from the calculation:
LUMO level (alpha / beta) ... 2.325 / 1.838 eV
Relative energy (zero: lowest compared OMol25 entry of this formula, charge and spin) ... 7.1 kcal per mole
Charge ... -1
DFT total energy ... -111359.1326 eV
2S+1 ... 5
E_HOMO (alpha / beta) ... -2.4 / -5.8 eV

Entry 2:
The following is a quantum chemistry calculation of C34H23Cl7CoN6O8S as an isolated structure, from OMol25.

```
80
Properties=species:S:1:pos:R:3:lowdin_charge:R:1
Co -1.5418 1.7995 0.0731 0.75
O -4.1544 1.0155 3.5567 -0.03
C -3.4733 1.0700 2.5160 -0.60
O -2.2533 0.7535 2.3409 -0.09
C -4.2275 1.4447 1.2201 -0.14
C -5.6092 1.5245 1.1594 -0.01
C -6.2192 1.6205 -0.0832 -0.07
C -5.4385 1.5725 -1.2322 -0.01
C -4.0671 1.5256 -1.0909 -0.15
N -3.4975 1.5184 0.1132 0.08
C -3.0730 1.3276 -2.2593 -0.59
O -3.5316 1.0436 -3.3793 -0.02
O -1.8428 1.3775 -1.9128 -0.11
H -6.1646 1.4806 2.0885 0.11
H -7.3002 1.6897 -0.1565 0.09
H -5.8593 1.5622 -2.2305 0.11
Cl 1.0173 7.9088 1.9352 0.55
C 0.0137 6.7027 1.1605 -0.74
C -0.7654 7.0283 0.0704 -0.73
Cl -0.7527 8.6671 -0.5471 0.56
C -1.5580 6.0301 -0.5610 -0.61
Cl -2.5395 6.4200 -1.9558 0.60
C -1.5757 4.6926 -0.1257 -0.40
O -2.1672 3.7117 -0.6979 -0.09
C -0.8458 4.3938 1.1016 -0.39
O -0.9835 3.1859 1.5423 -0.18
C -0.0189 5.3648 1.6542 -0.60
Cl 0.9638 4.8921 3.0321 0.60
Cl 4.7597 -7.3621 3.9482 0.65
C 3.7841 -6.3569 2.9164 -0.68
C 3.2363 -6.8828 1.7766 -0.10
C 2.4638 -6.0624 0.9608 0.00
C 2.2311 -4.7310 1.2618 -0.19
C 1.3646 -3.8996 0.3344 -0.31
C -0.1108 -4.0061 0.7236 -0.07
N -0.8959 -2.9215 0.1781 -0.07
C -1.4802 -2.8630 -1.0731 -0.07
C -1.8885 -1.5728 -1.2185 -0.12
N -1.5725 -0.8226 -0.0976 0.09
C -0.9808 -1.6593 0.7214 -0.13
O 1.5583 -4.3784 -0.9853 -0.12
C 2.3395 -3.5142 -1.8364 -0.14
C 1.4861 -2.6151 -2.6767 -0.33
C 0.7845 -3.0702 -3.7486 -0.99
Cl 0.7786 -4.6946 -4.3387 0.62
S -0.1459 -1.8535 -4.5009 1.01
C 0.3775 -0.6853 -3.3703 -0.38
C 1.2474 -1.2189 -2.4695 -0.13
C 2.7960 -4.2436 2.4209 -0.58
Cl 2.5335 -2.5948 2.8815 0.74
C 3.5766 -5.0424 3.2564 -0.13
H 3.4146 -7.9223 1.5263 0.10
H 2.0344 -6.4517 0.0422 0.13
H 1.6215 -2.8452 0.4095 0.12
H -0.1986 -3.9783 1.8088 0.13
H -0.4830 -4.9628 0.3580 0.14
H -1.5406 -3.7262 -1.7247 0.12
H -2.4111 -1.1289 -2.0582 0.10
H -0.6419 -1.4262 1.7234 0.12
H 2.9129 -4.1666 -2.4904 0.11
H 3.0411 -2.9358 -1.2285 0.13
H -0.0624 0.3130 -3.4065 0.08
H 1.6957 -0.6473 -1.6549 0.12
H 4.0119 -4.6308 4.1579 0.10
C 3.4329 3.1605 -2.0002 -0.03
N 2.7311 2.5669 -0.8666 -0.05
C 3.3701 2.1932 0.2469 -0.10
C 2.6902 1.7380 1.3011 -0.02
C 1.2584 1.6174 1.1782 -0.38
N 0.6217 1.8507 0.0463 0.15
C 1.3121 2.4482 -0.9952 -0.46
O 0.8284 2.8678 -2.0247 0.08
N 0.5590 1.2565 2.2502 0.18
H 4.5019 3.1680 -1.7891 0.08
H 3.0827 4.1767 -2.1680 0.10
H 3.2348 2.5919 -2.9059 0.09
H 4.4475 2.3027 0.2462 0.12
H 3.1914 1.4914 2.2302 0.10
H 1.0269 1.3474 3.1271 0.10
H -0.4613 1.4591 2.2641 0.07
```

Values from the calculation:
LUMO level (alpha / beta) ... 2.991 / 2.991 eV
Charge ... -2
DFT total energy ... -197077.2006 eV
2S+1 ... 4
E_HOMO (alpha / beta) ... -1.1 / -1.0 eV